{
  "formula": "C2N2",
  "method": "wB97M-V/def2-TZVPD",
  "homo_energy_ev": -12.55,
  "e_tot_ha": -185.6682,
  "smiles": "N#CC#N",
  "e_above_lowest_ev": 0.275,
  "e_lumo_ev": -0.7,
  "species": ["N", "C", "C", "N"],
  "coordinates": [[-1.48404, 0.55997, 0.94155], [-0.58246, 0.00966, 0.40509], [0.54494, -0.22818, -0.33337], [1.52157, -0.34145, -1.01327]],
  "lowdin_charge": [0.198, -0.193, -0.196, 0.191]
}


{
  "formula": "C5H22NO5",
  "method": "wB97M-V/def2-TZVPD",
  "homo_energy_ev": -13.45,
  "e_tot_ha": -634.4043,
  "total_charge": 1,
  "e_above_lowest_ev": 1.973,
  "e_lumo_ev": -2.8,
  "species": ["C", "C", "C", "C", "C", "O", "N", "H", "H", "H", "H", "H", "H", "H", "H", "H", "H", "H", "H", "H", "H", "H", "H", "O", "H", "H", "O", "H", "H", "O", "H", "H", "O"],
  "coordinates": [[2.29340, -0.79052, 0.03498], [0.88104, -0.45752, -0.47296], [0.16459, -1.81650, -0.79859], [-1.34568, -1.76291, -1.02370], [-1.97483, -0.72757, -1.91847], [-2.41879, 0.41526, -1.16555], [0.05956, 0.21409, 0.65853], [2.85926, -0.88420, -0.85719], [2.30584, -1.70598, 0.64708], [2.77760, 0.01566, 0.57766], [0.84250, 0.21334, -1.37301], [0.51131, -2.57172, -0.12462], [0.73021, -2.19667, -1.65724], [-1.92721, -1.54499, -0.14951], [-1.50796, -2.77516, -1.49843], [-1.27383, -0.50395, -2.68546], [-2.86139, -1.21540, -2.30045], [-3.11989, 0.81717, -1.71245], [-0.80327, -0.34983, 0.79101], [-0.20119, 1.18244, 0.32404], [0.59602, 0.33318, 1.48691], [1.38119, -1.81310, 4.09936], [2.77761, -2.10435, 3.61898], [1.97945, -1.58222, 3.37392], [0.21093, 3.36788, -0.17659], [1.50243, 2.98352, -0.78942], [0.63095, 2.60405, -0.62747], [1.30108, 1.30339, 4.43724], [1.07813, -0.15852, 4.25416], [0.63568, 0.70249, 4.15548], [-2.00856, 2.88945, -3.19988], [-0.73829, 2.28463, -2.66777], [-1.43844, 2.11551, -3.31632]],
  "lowdin_charge": [-0.042, -0.287, -0.157, -0.177, -0.255, -0.089, 0.224, 0.078, 0.084, 0.086, 0.148, 0.104, 0.132, 0.101, 0.149, 0.104, 0.125, 0.101, 0.146, 0.129, 0.111, 0.054, 0.088, -0.067, 0.094, 0.078, -0.045, 0.027, -0.007, -0.048, 0.053, 0.011, -0.053]
}


{
  "formula": "C40H101AsF6N7O16Zn",
  "method": "wB97M-V/def2-TZVPD",
  "homo_energy_ev": -9.81,
  "e_tot_ha": -7785.9645,
  "total_charge": 1,
  "e_lumo_ev": -3.3,
  "species": ["Zn", "As", "F", "F", "F", "F", "F", "F", "C", "C", "C", "O", "C", "N", "H", "H", "H", "H", "H", "H", "H", "H", "H", "H", "H", "C", "C", "C", "O", "C", "N", "H", "H", "H", "H", "H", "H", "H", "H", "H", "H", "H", "C", "C", "C", "O", "C", "N", "H", "H", "H", "H", "H", "H", "H", "H", "H", "H", "H", "C", "C", "C", "O", "C", "N", "H", "H", "H", "H", "H", "H", "H", "H", "H", "H", "H", "C", "C", "C", "O", "C", "N", "H", "H", "H", "H", "H", "H", "H", "H", "H", "H", "H", "C", "C", "C", "O", "C", "N", "H", "H", "H", "H", "H", "H", "H", "H", "H", "H", "H", "C", "C", "C", "O", "C", "N", "H", "H", "H", "H", "H", "H", "H", "H", "H", "H", "H", "C", "C", "O", "C", "O", "O", "C", "H", "H", "H", "H", "H", "H", "H", "H", "C", "C", "O", "C", "O", "O", "C", "H", "H", "H", "H", "H", "H", "H", "H", "C", "C", "O", "C", "O", "O", "C", "H", "H", "H", "H", "H", "H", "H", "H"],
  "coordinates": [[2.91925, -1.00217, 1.54611], [-0.63220, -0.19697, 0.39447], [0.91912, -0.87768, 1.02423], [-1.46832, -1.49749, 1.23051], [-2.10354, 0.50423, -0.20893], [0.26891, 1.11782, -0.29076], [-0.42989, -1.17946, -1.01743], [-0.80959, 0.72139, 1.89353], [0.02111, 5.67500, 0.91911], [1.43526, 5.29983, 0.53110], [2.54082, 6.20047, 1.06408], [2.20347, 7.53458, 0.78610], [3.19700, 8.41832, 1.25733], [1.59534, 3.86664, 0.91358], [-0.11873, 5.65070, 2.00192], [-0.72968, 5.01823, 0.47981], [-0.25044, 6.67162, 0.55804], [1.56239, 5.31755, -0.55633], [3.53505, 6.00813, 0.62342], [2.85072, 6.01278, 2.10629], [2.86702, 9.44579, 1.09813], [4.16610, 8.29909, 0.76827], [3.31352, 8.40640, 2.34622], [1.57474, 3.77240, 1.92813], [0.74378, 3.43090, 0.58133], [-2.87059, 3.37844, -1.93337], [-4.10787, 2.72310, -2.55672], [-5.38493, 3.16798, -1.85660], [-5.34605, 2.78300, -0.50142], [-6.57766, 2.88603, 0.17387], [-4.18161, 3.00279, -3.98372], [-1.95664, 2.92169, -2.32585], [-2.83590, 3.19570, -0.86066], [-2.79264, 4.43633, -2.18838], [-4.07450, 1.63837, -2.39328], [-6.28432, 2.75882, -2.33567], [-5.51067, 4.24910, -2.00423], [-7.37850, 2.51423, -0.47585], [-6.86142, 3.89276, 0.49305], [-6.55265, 2.24463, 1.05488], [-4.90806, 2.54607, -4.52152], [-3.31984, 2.60105, -4.34714], [2.71806, 2.50007, -2.63070], [3.96190, 2.99606, -1.90888], [4.23545, 4.47506, -2.15773], [5.52638, 4.86443, -1.71550], [5.78946, 6.21745, -1.98158], [3.82056, 2.59652, -0.48498], [1.87930, 3.06756, -2.21368], [2.42554, 1.45684, -2.51595], [2.82378, 2.68386, -3.70138], [4.81854, 2.42877, -2.29528], [3.51685, 5.01189, -1.52738], [4.16432, 4.68799, -3.22696], [6.78292, 6.43232, -1.58597], [5.10595, 6.87601, -1.43435], [5.81191, 6.49172, -3.03955], [3.11890, 3.24127, -0.06702], [4.72816, 2.84079, -0.09200], [-2.01861, -0.88328, -4.25535], [-0.51708, -0.88925, -4.61061], [0.14813, 0.50514, -4.63131], [-0.56384, 1.30444, -5.54193], [0.06006, 2.55232, -5.73629], [0.18612, -1.69963, -3.61219], [-2.37532, -1.88231, -4.51104], [-2.64036, -0.17858, -4.81003], [-2.13501, -0.67046, -3.19239], [-0.40405, -1.29719, -5.61670], [1.21041, 0.32898, -4.82861], [0.03854, 0.98583, -3.64678], [0.18816, 3.16165, -4.83657], [-0.68403, 3.10871, -6.31974], [0.94221, 2.60349, -6.38105], [-0.16251, -2.66194, -3.66658], [-0.13954, -1.41977, -2.68515], [3.53542, -1.53502, -2.72935], [2.94601, -1.48294, -1.32903], [2.88866, -2.90338, -0.72157], [2.56686, -2.86542, 0.67628], [2.53186, -4.14719, 1.25765], [3.63828, -0.56085, -0.40628], [4.49318, -2.06671, -2.68572], [3.74339, -0.56207, -3.17162], [2.89936, -2.09780, -3.41174], [1.94071, -1.05718, -1.35508], [3.86920, -3.36683, -0.86747], [2.14905, -3.46861, -1.29032], [2.65661, -4.09331, 2.33855], [3.30833, -4.81643, 0.87590], [1.59450, -4.67766, 1.06551], [3.59392, 0.37621, -0.82099], [4.63143, -0.80493, -0.44762], [4.48128, 2.38753, 2.69161], [3.32666, 1.45700, 3.06793], [2.41458, 1.94339, 4.18516], [1.84557, 3.17806, 3.80901], [1.37364, 3.92729, 4.90924], [2.56220, 1.03009, 1.85719], [5.12770, 1.89098, 1.96715], [5.07899, 2.67904, 3.55453], [4.08021, 3.28058, 2.21133], [3.83094, 0.58980, 3.51828], [3.04224, 2.00785, 5.08324], [1.62967, 1.23358, 4.47237], [2.17830, 4.35499, 5.51757], [0.71408, 3.33358, 5.54462], [0.85519, 4.82909, 4.58332], [1.69825, 1.56487, 1.91103], [3.01195, 1.42330, 1.01400], [-6.28501, -0.58837, -1.33242], [-5.43969, -1.09247, -0.18938], [-4.38446, -2.12922, -0.63898], [-5.06969, -3.24599, -1.14473], [-5.42681, -4.22642, -0.18819], [-4.80969, 0.05478, 0.48556], [-6.74582, -1.34832, -1.97182], [-5.74839, 0.07339, -2.01229], [-7.17156, -0.08551, -0.93535], [-5.98401, -1.60117, 0.61725], [-3.65748, -2.43417, 0.12483], [-3.76223, -1.61165, -1.38052], [-6.01707, -5.00151, -0.67214], [-5.97068, -3.76159, 0.63455], [-4.52369, -4.73991, 0.16010], [-3.83727, 0.00499, 0.19255], [-5.27762, 0.91247, 0.20825], [0.72338, -8.28321, -4.51607], [0.06355, -6.92932, -4.29909], [-0.01725, -6.64634, -2.89019], [-0.40353, -5.40986, -2.56110], [-0.33373, -4.44170, -3.27350], [-0.77280, -5.42487, -1.29438], [-1.11438, -4.19007, -0.67712], [0.81231, -8.31442, -5.60151], [0.11550, -9.10434, -4.14343], [1.67472, -8.28286, -3.98704], [-0.94244, -6.89995, -4.72312], [0.61279, -6.14310, -4.81864], [-0.28674, -3.47759, -0.65158], [-1.20613, -4.47563, 0.37194], [-1.99923, -3.69512, -1.06898], [3.96879, -1.37501, 7.03310], [3.90024, -2.05649, 5.67406], [2.56239, -2.52529, 5.47217], [1.84392, -2.22964, 4.41554], [2.18699, -1.57547, 3.44259], [0.65063, -2.73657, 4.57536], [-0.27000, -2.64376, 3.45869], [3.39296, -0.45850, 7.13017], [5.00567, -1.17394, 7.30938], [3.66039, -2.09361, 7.79511], [4.51086, -2.94890, 5.55049], [4.24390, -1.30975, 4.95276], [-0.87230, -1.75000, 3.56496], [-0.81475, -3.58255, 3.45794], [0.29459, -2.63476, 2.52735], [-2.33690, -7.43500, 3.46723], [-3.47323, -6.44545, 3.25868], [-2.99801, -5.10181, 3.25253], [-3.89189, -4.13864, 3.04789], [-5.06300, -4.31845, 2.85345], [-3.29781, -2.97743, 3.32829], [-4.00534, -1.75457, 3.25049], [-1.68602, -7.47338, 2.59265], [-2.66989, -8.41599, 3.79253], [-1.64957, -7.06942, 4.23646], [-4.30445, -6.64548, 3.93681], [-3.96270, -6.64596, 2.30198], [-4.97839, -1.86732, 3.73238], [-4.18345, -1.47061, 2.21197], [-3.40532, -0.98307, 3.72437]],
  "lowdin_charge": [0.826, 0.846, -0.284, -0.223, -0.224, -0.229, -0.236, -0.245, -0.041, -0.383, -0.222, -0.163, -0.107, 0.041, 0.084, 0.076, 0.085, 0.126, 0.111, 0.127, 0.092, 0.083, 0.091, 0.052, 0.068, -0.051, -0.444, -0.213, -0.218, -0.109, 0.047, 0.062, 0.068, 0.083, 0.117, 0.121, 0.133, 0.086, 0.091, 0.087, 0.074, 0.061, -0.060, -0.406, -0.189, -0.183, -0.113, 0.026, 0.083, 0.052, 0.084, 0.139, 0.109, 0.136, 0.092, 0.079, 0.093, 0.037, 0.073, -0.041, -0.394, -0.220, -0.177, -0.124, 0.051, 0.080, 0.070, 0.058, 0.140, 0.119, 0.117, 0.081, 0.090, 0.088, 0.033, 0.024, -0.035, -0.391, -0.126, -0.259, -0.055, 0.052, 0.086, 0.079, 0.079, 0.109, 0.137, 0.142, 0.094, 0.107, 0.106, 0.069, 0.116, -0.033, -0.380, -0.189, -0.211, -0.080, 0.047, 0.077, 0.094, 0.068, 0.102, 0.133, 0.136, 0.096, 0.097, 0.090, 0.074, 0.039, -0.042, -0.411, -0.212, -0.185, -0.084, 0.063, 0.082, 0.071, 0.081, 0.124, 0.100, 0.118, 0.094, 0.077, 0.077, 0.028, 0.025, -0.056, -0.217, 0.040, -0.590, 0.110, 0.022, -0.027, 0.084, 0.079, 0.080, 0.132, 0.121, 0.066, 0.097, 0.097, -0.048, -0.187, 0.075, -0.570, 0.048, 0.066, 0.014, 0.081, 0.086, 0.087, 0.134, 0.105, 0.097, 0.096, 0.064, -0.060, -0.221, 0.024, -0.600, 0.132, -0.034, -0.026, 0.072, 0.080, 0.075, 0.129, 0.121, 0.104, 0.056, 0.096]
}


{
  "formula": "C4H10NOS",
  "method": "wB97M-V/def2-TZVPD",
  "homo_energy_ev": -2.59,
  "e_tot_ha": -686.5722,
  "total_charge": -1,
  "smiles": "[O-]CNCCCS",
  "e_above_lowest_ev": 2.515,
  "e_lumo_ev": 3.2,
  "species": ["O", "C", "N", "C", "C", "C", "S", "H", "H", "H", "H", "H", "H", "H", "H", "H", "H"],
  "coordinates": [[0.35591, 2.15190, 0.57750], [-0.53733, 2.18692, -0.41540], [-1.21415, 0.86609, -0.77160], [-1.20879, -0.16603, 0.26941], [-0.08227, -1.21364, 0.20198], [1.30451, -0.71387, 0.57823], [2.58983, -1.98117, 0.28184], [-0.10619, 2.52417, -1.37217], [-1.39078, 2.87569, -0.21372], [-0.79329, 0.46154, -1.59612], [-1.24240, 0.32313, 1.23555], [-2.11942, -0.75581, 0.16282], [-0.07651, -1.52323, -0.85227], [-0.33406, -2.07932, 0.81240], [1.33956, -0.56173, 1.65568], [1.51345, 0.26387, 0.15716], [2.00193, -2.65850, -0.71128]],
  "lowdin_charge": [-0.336, -0.544, -0.078, -0.279, -0.292, -0.576, 0.628, 0.062, 0.061, 0.058, 0.104, 0.081, 0.088, 0.092, 0.063, 0.049, -0.181]
}


{
  "formula": "C33H45BMnN7O8S2",
  "method": "wB97M-V/def2-TZVPD",
  "homo_energy_ev": [-2.68, -2.95],
  "e_tot_ha": -4241.9253,
  "total_charge": -1,
  "e_above_lowest_ev": 0.000,
  "e_lumo_ev": [1.9, 1.9],
  "spin_multiplicity": 6,
  "species": ["Mn", "N", "N", "C", "N", "N", "N", "O", "O", "H", "H", "H", "H", "H", "O", "S", "O", "O", "C", "C", "C", "C", "C", "C", "S", "O", "O", "O", "H", "H", "H", "H", "C", "C", "C", "C", "C", "C", "C", "C", "C", "C", "C", "C", "N", "B", "N", "C", "C", "C", "C", "C", "C", "C", "C", "C", "C", "C", "C", "C", "C", "H", "H", "H", "H", "H", "H", "H", "H", "H", "H", "H", "H", "H", "H", "H", "H", "H", "H", "H", "H", "H", "H", "H", "H", "H", "H", "H", "H", "H", "H", "H", "H", "H", "H", "H", "H"],
  "coordinates": [[1.83685, 0.14015, 0.58829], [3.20964, 1.09632, 1.68051], [3.45398, 0.58497, 2.97053], [2.85867, -0.54469, 3.34540], [3.07022, -1.11094, 4.52243], [1.97869, -0.87325, 2.38045], [1.26886, -2.04720, 2.45008], [0.53848, -2.18596, 1.45568], [1.32484, -2.85939, 3.40485], [4.07806, 0.65902, 1.11521], [3.13901, 2.12574, 1.57120], [4.21939, 1.00821, 3.48167], [3.90662, -0.86052, 5.04242], [2.66729, -2.02999, 4.66906], [1.92966, 2.42342, -3.01705], [2.52347, 1.65231, -1.90768], [3.25805, 2.40861, -0.92483], [1.45152, 0.80194, -1.15623], [3.48549, 0.35406, -2.71133], [3.34167, 0.37375, -4.10321], [4.03506, -0.46253, -4.97101], [4.99397, -1.34013, -4.44762], [5.18885, -1.37349, -3.06475], [4.37646, -0.64814, -2.17999], [4.53383, -1.28037, -0.52204], [5.41913, -2.40110, -0.62746], [4.96200, -0.17977, 0.39936], [3.13042, -1.68141, -0.21911], [2.66803, 1.13245, -4.55511], [3.88213, -0.34494, -6.04525], [5.58904, -1.99702, -5.08126], [5.99211, -1.96714, -2.65558], [-1.19541, 3.42969, -2.99819], [-2.14715, 2.35791, -2.51028], [-3.58507, 2.69745, -2.91403], [-1.69033, 1.01224, -3.06874], [-1.28419, 0.96837, -4.39776], [-0.70791, -0.17315, -4.93027], [-0.52085, -1.29489, -4.13762], [-0.89823, -1.31262, -2.79401], [-0.55857, -2.52893, -1.97565], [0.86725, -2.94951, -2.28917], [-1.53719, -3.70680, -2.19223], [-1.56462, -0.15465, -2.29564], [-1.98802, -0.16931, -0.94351], [-1.07979, -0.13582, 0.17981], [-2.04783, 0.01430, 1.26184], [-3.35380, 0.17068, 0.76815], [-3.30537, 0.04369, -0.57495], [-1.73362, 0.23226, 2.64318], [-1.95733, -0.76077, 3.62060], [-1.50705, -0.54147, 4.91963], [-0.76735, 0.59036, 5.26148], [-0.69604, 1.61632, 4.32715], [-1.15519, 1.47386, 3.02733], [-1.13941, 2.76013, 2.18958], [-2.01850, 3.80907, 2.91727], [0.28938, 3.26391, 1.92654], [-2.77167, -2.05167, 3.45817], [-4.23856, -1.86159, 3.92706], [-2.54369, -2.92882, 2.22299], [-1.37367, 4.38244, -2.50852], [-1.34552, 3.61485, -4.06901], [-0.12945, 3.19515, -2.84572], [-2.08883, 2.29588, -1.43361], [-3.66135, 2.94626, -4.00586], [-3.94424, 3.57488, -2.41128], [-4.30838, 1.89676, -2.77055], [-1.49196, 1.84124, -5.01813], [-0.38176, -0.20213, -5.98325], [0.00497, -2.17250, -4.51807], [-0.60949, -2.31847, -0.89872], [0.89391, -3.55261, -3.21154], [1.34310, -3.56268, -1.53967], [1.54332, -2.10151, -2.43504], [-1.47686, -4.13167, -3.18945], [-2.56879, -3.40085, -2.04181], [-1.32539, -4.46050, -1.43228], [-4.23677, 0.41447, 1.38036], [-4.12368, 0.12317, -1.29523], [-1.74613, -1.30384, 5.67600], [-0.24083, 0.64111, 6.22603], [-0.21144, 2.57866, 4.59646], [-1.61331, 2.52909, 1.21960], [-1.50504, 4.25325, 3.79277], [-2.97320, 3.38777, 3.25899], [-2.25322, 4.63680, 2.26330], [0.73619, 3.66030, 2.83224], [0.32449, 4.00564, 1.12585], [0.90058, 2.42500, 1.57308], [-2.37463, -2.69676, 4.27605], [-4.77484, -1.13689, 3.27933], [-4.25557, -1.43098, 4.93595], [-4.80954, -2.81124, 3.94245], [-2.82200, -2.45282, 1.28886], [-3.10056, -3.88316, 2.27565], [-1.47547, -3.22728, 2.14847]],
  "lowdin_charge": [0.810, -0.072, 0.031, -0.378, 0.208, 0.058, -0.360, 0.009, 0.006, 0.039, 0.117, 0.161, 0.124, 0.098, -0.336, 0.572, -0.318, -0.472, -0.192, -0.077, -0.070, -0.065, -0.072, -0.204, 0.541, -0.302, -0.340, -0.359, 0.115, 0.104, 0.101, 0.100, -0.076, -0.356, -0.067, -0.123, -0.053, -0.087, -0.050, -0.117, -0.362, -0.072, -0.054, -0.102, 0.012, -0.297, -0.002, -0.097, -0.097, -0.107, -0.126, -0.066, -0.089, -0.073, -0.138, -0.346, -0.070, -0.058, -0.358, -0.067, -0.060, 0.073, 0.069, 0.062, 0.119, 0.087, 0.062, 0.059, 0.105, 0.100, 0.105, 0.097, 0.073, 0.074, 0.074, 0.067, 0.071, 0.075, 0.110, 0.111, 0.112, 0.097, 0.111, 0.126, 0.073, 0.083, 0.064, 0.067, 0.086, 0.033, 0.118, 0.069, 0.067, 0.076, 0.060, 0.077, 0.069]
}